(1)
{"formula": "C26H41N4O6P2SZr", "method": "wB97M-V/def2-TZVPD", "homo_lumo_gap_ev": 6.60, "relative_energy_ev": 0.9843, "lumo_energy_ha": -0.3406, "charge": 3, "total_energy_ev": -76546.8230, "species": ["Zr", "S", "C", "N", "N", "C", "C", "C", "C", "C", "C", "N", "N", "C", "C", "C", "C", "C", "C", "H", "H", "H", "H", "H", "H", "H", "H", "H", "H", "H", "C", "C", "C", "O", "P", "O", "C", "P", "O", "O", "C", "C", "C", "O", "C", "C", "C", "O", "C", "C", "C", "H", "H", "H", "H", "H", "H", "H", "H", "H", "H", "H", "H", "H", "H", "H", "H", "H", "H", "H", "H", "H", "H", "H", "H", "H", "H", "H", "H", "H", "H"], "positions_angstrom": [[0.028, -0.851, -0.063], [-0.917, -2.926, -1.031], [0.447, -3.245, -2.088], [0.413, -4.510, -2.677], [1.195, -4.923, -3.542], [2.212, -4.338, -4.357], [3.206, -5.218, -4.772], [4.185, -4.767, -5.636], [4.131, -3.465, -6.113], [3.109, -2.603, -5.713], [2.147, -3.029, -4.821], [1.460, -2.475, -2.205], [1.454, -1.394, -1.422], [2.610, -0.550, -1.518], [2.408, 0.805, -1.287], [3.478, 1.688, -1.326], [4.741, 1.199, -1.619], [4.926, -0.157, -1.880], [3.861, -1.045, -1.832], [1.035, -5.916, -3.726], [3.222, -6.242, -4.408], [4.975, -5.435, -5.953], [4.876, -3.121, -6.819], [3.057, -1.601, -6.115], [1.342, -2.371, -4.529], [1.398, 1.202, -1.153], [3.324, 2.748, -1.173], [5.581, 1.880, -1.669], [5.914, -0.527, -2.123], [3.996, -2.101, -2.026], [1.887, 1.485, 3.545], [1.433, 0.220, 2.880], [2.417, -0.338, 1.878], [0.124, 0.546, 2.135], [-1.100, -0.429, 2.482], [-0.711, -1.679, 1.693], [-2.534, 0.379, 1.722], [-2.241, 1.149, 0.092], [-1.531, 0.113, -0.813], [-1.207, 2.276, 0.283], [-1.538, 3.704, 0.697], [-0.456, 4.121, 1.655], [-1.621, 4.533, -0.556], [-3.520, 1.765, -0.448], [-4.895, 1.132, -0.674], [-4.753, -0.078, -1.559], [-5.740, 2.234, -1.248], [-1.233, -0.676, 3.970], [-1.764, 0.257, 5.068], [-0.892, -0.003, 6.265], [-3.220, -0.065, 5.273], [2.776, 1.268, 4.141], [1.123, 1.879, 4.216], [2.142, 2.247, 2.807], [1.187, -0.537, 3.621], [2.734, 0.425, 1.172], [2.025, -1.223, 1.353], [3.298, -0.697, 2.409], [-2.919, 1.164, 2.381], [-3.298, -0.401, 1.627], [-2.507, 3.663, 1.198], [0.513, 4.146, 1.151], [-0.396, 3.449, 2.513], [-0.674, 5.125, 2.020], [-0.656, 4.561, -1.065], [-1.895, 5.554, -0.284], [-2.377, 4.153, -1.242], [-5.246, 0.862, 0.322], [-4.428, 0.209, -2.560], [-5.731, -0.555, -1.640], [-4.057, -0.821, -1.162], [-5.391, 2.509, -2.245], [-5.736, 3.115, -0.608], [-6.769, 1.878, -1.327], [-1.616, 1.274, 4.695], [-0.991, -1.039, 6.591], [-1.218, 0.646, 7.079], [0.158, 0.209, 6.062], [-3.341, -1.109, 5.564], [-3.829, 0.128, 4.387], [-3.602, 0.560, 6.082]]}

***

(2)
{"formula": "C4H9N3O2", "method": "wB97M-V/def2-TZVPD", "homo_lumo_gap_ev": 9.31, "relative_energy_ev": 3.6156, "lumo_energy_ha": 0.0127, "charge": 0, "total_energy_ev": -12856.3120, "species": ["C", "C", "C", "C", "N", "N", "N", "O", "O", "H", "H", "H", "H", "H", "H", "H", "H", "H"], "positions_angstrom": [[-0.402, -1.314, -1.794], [-0.190, 1.051, -0.055], [1.060, 1.190, 0.739], [-0.979, -1.215, -0.346], [-0.989, -0.128, 0.370], [0.108, -2.517, -2.135], [0.961, 1.194, 2.208], [-1.387, -0.176, 1.511], [-0.521, -0.375, -2.544], [-0.699, 1.992, 0.066], [-0.064, 0.925, -1.157], [1.537, 0.262, 0.592], [1.461, 2.087, 0.414], [-1.539, -1.987, 0.161], [0.029, -3.199, -1.386], [0.293, -2.842, -3.035], [0.265, 0.550, 2.358], [0.538, 2.104, 2.633]]}

***

(3)
{"formula": "C2H5NS2", "method": "wB97M-V/def2-TZVPD", "homo_lumo_gap_ev": 9.14, "relative_energy_ev": 2.4343, "lumo_energy_ha": 0.0083, "charge": 0, "total_energy_ev": -25313.3918, "species": ["C", "C", "N", "S", "S", "H", "H", "H", "H", "H"], "positions_angstrom": [[-0.043, 0.473, 0.236], [-1.394, 0.526, -0.362], [1.630, -1.524, 0.701], [1.271, 1.351, -0.672], [1.118, -0.802, -0.510], [-0.017, 0.576, 1.332], [-1.597, 1.499, -0.626], [-2.064, 0.119, 0.435], [-1.406, -0.149, -1.253], [2.502, -2.070, 0.719]]}

***

(4)
{"formula": "C8F24LiN4O16S8", "method": "wB97M-V/def2-TZVPD", "homo_lumo_gap_ev": 7.94, "relative_energy_ev": 0.3266, "lumo_energy_ha": 0.2046, "charge": -3, "total_energy_ev": -199117.6609, "species": ["Li", "C", "F", "F", "F", "S", "O", "O", "N", "S", "O", "O", "C", "F", "F", "F", "C", "F", "F", "F", "S", "O", "O", "N", "S", "O", "O", "C", "F", "F", "F", "C", "F", "F", "F", "S", "O", "O", "N", "S", "O", "O", "C", "F", "F", "F", "C", "F", "F", "F", "S", "O", "O", "N", "S", "O", "O", "C", "F", "F", "F"], "positions_angstrom": [[1.018, 18.563, -1.112], [2.879, 19.809, 2.866], [3.999, 19.883, 2.126], [3.322, 19.623, 4.145], [2.086, 20.848, 2.618], [2.041, 18.155, 2.300], [1.910, 18.187, 0.788], [2.959, 17.201, 2.887], [0.397, 18.159, 2.823], [0.501, 17.294, 4.101], [0.417, 15.858, 3.744], [1.291, 17.732, 5.233], [-1.269, 17.681, 4.796], [-1.502, 16.786, 5.873], [-1.316, 18.875, 5.236], [-2.226, 17.414, 3.939], [-2.206, 17.894, -2.095], [-1.174, 17.056, -1.799], [-1.999, 18.593, -3.207], [-3.370, 17.306, -2.175], [-2.249, 19.120, -0.625], [-3.281, 20.059, -0.910], [-2.374, 18.377, 0.606], [-0.530, 19.785, -0.454], [-0.891, 21.253, -1.116], [-1.223, 21.220, -2.564], [-1.684, 22.092, -0.237], [0.847, 22.067, -1.200], [0.726, 23.387, -1.524], [1.532, 21.954, -0.038], [1.494, 21.473, -2.188], [2.920, 22.053, -7.129], [2.819, 20.751, -7.519], [3.922, 22.744, -7.776], [1.763, 22.726, -7.307], [3.090, 22.053, -5.210], [4.269, 22.883, -4.881], [1.804, 22.646, -4.700], [3.362, 20.373, -4.708], [2.059, 19.538, -4.784], [1.631, 19.311, -3.382], [1.012, 20.057, -5.695], [2.478, 17.773, -5.402], [3.527, 17.322, -4.686], [1.544, 16.896, -4.941], [2.722, 17.687, -6.716], [3.210, 11.340, 2.527], [2.144, 11.146, 3.289], [4.265, 10.756, 3.084], [2.934, 10.785, 1.370], [3.368, 13.291, 2.305], [2.936, 13.825, 3.552], [4.697, 13.754, 2.088], [2.109, 13.729, 1.170], [3.052, 14.411, 0.038], [3.772, 15.633, 0.434], [3.879, 13.493, -0.671], [1.624, 14.989, -1.209], [1.115, 16.084, -0.720], [2.068, 15.136, -2.454], [0.719, 14.009, -1.197]]}

***

(5)
{"formula": "C3H5N3O", "method": "wB97M-V/def2-TZVPD", "homo_lumo_gap_ev": 8.67, "relative_energy_ev": 4.4706, "lumo_energy_ha": 0.0118, "charge": 0, "total_energy_ev": -9706.1132, "species": ["N", "C", "C", "N", "C", "O", "N", "H", "H", "H", "H", "H"], "positions_angstrom": [[-1.235, 1.149, 1.025], [-0.614, 0.439, 0.065], [0.818, -0.011, 0.099], [1.106, 0.054, -1.292], [-0.053, -0.645, -1.757], [0.723, -1.549, 0.265], [-1.131, -0.070, -1.013], [-0.768, 1.346, 1.898], [-2.246, 1.156, 1.037], [1.546, 0.454, 0.792], [2.012, -0.361, -1.506], [-0.159, -1.963, 0.386]]}

***

(6)
{"formula": "C3H2O2S", "method": "wB97M-V/def2-TZVPD", "homo_lumo_gap_ev": 9.43, "relative_energy_ev": 1.1296, "lumo_energy_ha": 0.0248, "charge": 0, "total_energy_ev": -18071.7475, "species": ["C", "C", "C", "H", "H", "O", "O", "S"], "positions_angstrom": [[-0.072, 0.279, 0.127], [-0.029, -1.819, -0.495], [0.647, -1.104, -1.384], [-0.224, -2.745, -0.163], [1.194, -1.210, -2.276], [-0.665, -0.869, 0.427], [0.619, 0.184, -0.961], [-0.243, 1.581, 1.077]]}

***

(7)
{"formula": "H14O7Rb", "method": "wB97M-V/def2-TZVPD", "homo_lumo_gap_ev": 11.03, "relative_energy_ev": 0.3787, "lumo_energy_ha": -0.1260, "charge": 1, "total_energy_ev": -15210.6872, "species": ["Rb", "O", "H", "H", "O", "H", "H", "O", "H", "H", "O", "H", "H", "O", "H", "H", "O", "H", "H", "O", "H", "H"], "positions_angstrom": [[0.755, 0.794, -0.039], [2.583, -1.171, -0.940], [2.278, -1.140, -1.854], [3.529, -0.996, -0.958], [-1.648, 1.152, 1.651], [-1.577, 0.641, 2.430], [-2.465, 0.979, 1.215], [0.824, -2.087, 0.826], [1.546, -2.022, 0.245], [1.048, -2.560, 1.672], [-0.381, 0.757, -2.610], [-1.256, 0.596, -2.987], [0.075, 0.530, -3.436], [-1.881, 2.518, -0.943], [-1.434, 1.832, -1.367], [-1.152, 3.113, -0.797], [-1.514, -1.383, -0.423], [-0.776, -1.543, 0.124], [-1.427, -2.157, -0.980], [0.916, 0.469, 2.721], [1.630, 0.544, 3.384], [0.323, 1.141, 3.064]]}